Here is the molecule C8H11N from OMol25. Energies are from the ωB97M-V functional and the def2-TZVPD basis.

The geometry in ORCA input format:
```
! wB97M-V def2-TZVPD RIJCOSX def2/J DEFGRID3
* xyz 0 1
C -1.4574 -0.4715 0.9987
C 1.8487 -1.0728 -0.8962
H -0.2044 0.6762 -1.8330
H 0.9047 -0.0978 1.8905
H 0.7006 -2.2592 0.7032
C 0.8491 -1.3559 0.2103
H 2.3406 -0.0451 -0.6809
H -1.7553 -0.0016 2.1018
C -0.3144 0.2070 -1.0146
H -1.9212 -0.9473 -1.1055
H 2.4527 -1.8976 -1.0883
H -2.5603 0.6326 -0.6514
C 0.5684 2.3886 0.1597
H -1.7983 -1.5196 1.0227
C 0.1500 -0.1996 1.0267
C 0.3312 1.0752 0.0723
H 0.5658 2.9401 1.2471
H 0.5248 3.0216 -0.6247
C -1.6257 0.0195 -0.4662
N 0.4003 -1.0928 -1.0723
*
```

* SMILES: C=C1[C@H]2CC[C@@H]1N1C[C@@H]21
* calculated total energy: -365.96778 Eh

Here is a cluster of 5 separate species, C45H42INO14 in total from OMol25. Energies are from the ωB97M-V functional and the def2-TZVPD basis.

The geometry in ORCA input format:
```
! wB97M-V def2-TZVPD RIJCOSX def2/J DEFGRID3
* xyz 0 1
O 2.6577 -4.0188 3.6189
H 1.7038 -7.3013 8.6266
C 4.6180 0.6917 -4.0607
C -1.2166 -0.2591 -0.5965
C 5.8152 -3.7786 5.2417
H 4.0230 1.4928 -4.6837
H -9.7931 6.8470 -3.3805
C -1.1958 1.1832 0.1996
O -4.9971 0.9757 -4.3504
C 2.6111 -2.3220 -5.1847
C -3.9505 3.6929 -2.1504
C -8.0540 9.7074 -2.5270
C 1.5814 -8.5111 6.8872
C 1.2655 -8.5780 5.4466
C 4.3591 2.4149 -0.4643
H -6.0229 9.7128 -1.7170
H -3.2625 4.6585 -2.0117
H 3.7247 -2.2794 7.5963
H 0.6030 -7.3959 3.7304
N -3.2878 -0.8646 -4.0929
H 5.0305 3.3474 -0.7736
C -6.8108 9.0572 -2.0679
C -6.6748 7.7277 -2.0890
O 0.9470 -5.0707 7.5335
C 3.9952 -2.7739 6.6714
H 5.1822 -4.5722 3.3783
C 4.9116 -4.0778 4.3033
C -5.2496 3.7416 -1.0975
C -9.1411 8.8321 -3.0084
H 1.8997 -9.4347 7.3551
C -4.9006 4.6452 0.2301
H 1.8946 -1.8986 -0.7128
I -1.4817 -2.5560 1.5070
H 2.8982 -1.9337 1.7093
H -0.4765 -2.3635 -1.0682
C 1.4764 -7.3665 7.5693
C 0.7086 2.7144 1.4491
O 2.3195 -1.1703 -4.8933
C -9.0052 7.5027 -3.0295
C -2.4861 -1.5600 -2.9884
O 3.8434 1.8007 -1.6970
O -8.1786 10.9243 -2.5099
O 6.2531 1.4604 -2.2624
H 1.2355 -1.5300 2.4995
O -2.1924 -2.8624 -2.9710
C -2.0756 2.5136 -0.3041
C 3.2958 -5.0235 -5.8716
C 1.7235 -2.0691 1.5555
C 4.9520 1.3452 -2.5709
H -1.0993 1.7160 2.4132
O 6.2492 -2.8328 7.3558
O -4.7531 4.0482 1.4326
H 0.2150 0.4397 1.9760
H -3.7867 6.2079 -0.2635
H -5.7694 7.2348 -1.7566
H 4.6969 -1.8740 -5.6616
C -3.0855 0.9561 -2.4066
C 1.6650 2.6789 0.1139
H 0.4072 -5.2625 5.0019
O -7.6374 5.6356 -2.5876
C 3.9759 -2.6812 -5.6183
H 0.6155 -3.1274 -4.7967
C -2.1939 -0.3391 -1.9343
H -5.3909 2.6272 -0.7104
H 1.3626 2.8172 2.4176
C -3.9390 0.4545 -3.7129
H 1.5263 -3.2231 1.5960
C 3.4837 -3.7464 4.4792
C -7.7619 6.8524 -2.5705
H -4.3343 3.5710 -3.2491
H 5.0888 1.6349 0.0674
H 6.8664 -4.0144 5.1273
H 5.5857 0.4374 -4.6850
O 1.3599 -9.6265 4.8235
C 3.2229 2.8069 0.6499
H 5.2914 -4.2182 -6.2596
H 3.3488 2.0997 1.5749
C -0.3127 1.4028 1.5712
H -2.0034 3.5258 0.2970
C 4.2949 -3.9389 -5.9390
H 2.0405 -2.8372 5.8474
C 1.2086 -1.3864 0.1178
H 1.4761 1.7675 -0.6010
H 3.9903 -0.3053 -3.9188
H -2.5674 -0.6479 -4.8168
C 1.9309 -4.6644 -5.4379
H 1.5483 -0.2679 0.1713
H 1.4820 3.6508 -0.5548
H -10.0466 9.3250 -3.3409
C -3.0361 2.4039 -1.6335
O -4.6906 6.1167 0.1649
H 1.2100 -5.4716 -5.3946
H 3.4811 3.9041 1.0309
H -6.2080 4.0797 -1.6840
C 0.7255 -6.1861 5.4697
C 1.0414 -6.1192 6.9104
H -0.0020 3.6528 1.3654
C 5.4232 -3.1052 6.4955
O 3.5873 -6.1753 -6.1629
C 0.8304 -7.3307 4.7876
C 1.6120 -3.4067 -5.1173
C -0.3932 -1.6041 -0.1509
C 3.0917 -3.0730 5.7330
*
```

* SMILES: CC[C@@H](I)c1c(CCCCCOC(C)=O)cc(CCC(=O)O)c2c1C(=O)NC2=O.O=C1C=CC(=O)C=C1.O=C1C=CC(=O)C=C1.O=C1C=CC(=O)C=C1.O=C1C=CC(=O)C=C1
* calculated total energy: -3145.02271 Eh

Here is a structure of composition C12H18NO7P2Pt from OMol25. Energies are from the ωB97M-V functional and the def2-TZVPD basis.

The geometry in ORCA input format:
```
! wB97M-V def2-TZVPD RIJCOSX def2/J DEFGRID3
* xyz -1 1
P -0.9129 -2.1659 -4.1545
C 0.4403 -2.3312 3.4416
C -1.0284 3.0729 1.5195
O 0.0092 -2.9427 -3.0579
O -1.4306 -2.9808 -5.2592
C -1.5654 0.7406 -1.4294
H 0.9909 1.0293 2.7411
H -1.4523 0.5750 3.2401
O 2.2533 -0.1234 -5.5535
H 0.9970 1.5337 -1.3970
C 1.0416 2.8317 0.3273
H 0.6314 -2.2737 4.5145
H -2.6368 0.6277 -1.2510
H -1.0328 -0.3699 4.6828
C 1.2318 0.0490 3.1513
H 0.9798 -2.8983 -3.3459
C -1.1999 -0.4204 3.6053
P 1.6255 -0.7255 -4.1893
H 2.1449 -0.3081 2.6751
H 0.7948 4.0602 2.0789
C -0.1717 -1.0182 1.4814
O 2.2388 -2.0732 -3.9234
N -0.3657 -1.0841 0.3560
H 2.0917 3.0716 0.2093
H 1.4101 0.1453 4.2242
H 1.3356 -2.7083 2.9482
C -1.6398 2.2159 0.6108
C 0.3158 3.3855 1.3790
O -1.8882 -1.4712 -3.2121
H -1.4053 1.1010 -2.4488
H 2.3775 -0.8446 -6.1802
C 0.4350 1.9767 -0.5778
H -0.3719 -3.0374 3.2696
C -0.9220 1.6600 -0.4454
H -2.6920 1.9751 0.7185
C 0.0763 -0.9340 2.9278
O 1.6012 0.3471 -3.1721
Pt -0.7460 -1.0807 -1.5443
O 0.0861 -1.0235 -4.7029
H -2.0410 -1.0864 3.4125
H -1.6060 3.5030 2.3300
*
```

* calculated total energy: -1851.88285 Eh

Here is a structure of composition C24H27N3NiO5S4 from OMol25. Energies are from the ωB97M-V functional and the def2-TZVPD basis.

The geometry in ORCA input format:
```
! wB97M-V def2-TZVPD RIJCOSX def2/J DEFGRID3
* xyz -2 3
S -3.4848 -1.7370 -2.6146
H -0.8681 -1.1775 6.0274
C 1.4125 -0.2589 -0.3109
S -3.3655 -0.3104 0.5338
C 1.3643 -1.8599 -2.0637
C 0.8177 3.3683 -2.7945
C 2.8300 -1.5079 -2.2771
C -0.6232 3.3828 -2.2620
H 3.4147 -2.3168 -0.3631
H 2.9251 -0.5573 -2.8111
C -1.0630 2.0046 -1.9964
H 1.1802 4.3880 -2.9714
N 0.7780 0.6927 0.4510
C 1.2758 1.1059 1.7382
H 3.3301 -2.2844 -2.8610
N 2.8055 -0.2939 -0.1931
C -0.3195 -3.5967 -0.0167
H -2.5748 4.0382 -2.9384
H 0.8675 2.8090 -3.7303
C -0.4041 -1.6489 3.2312
S -6.4115 -1.1831 -2.4515
C 3.4757 -1.3630 -0.9099
C 2.7701 1.3512 1.6151
H -1.2367 5.0811 -3.4794
H -0.3370 5.2260 -1.1317
O -1.0032 -0.6906 4.0296
H 0.7436 2.0090 2.0423
H 1.0996 0.3412 2.5143
C 1.1558 -3.5069 2.0063
H -0.0010 3.7385 -0.2165
H 1.2846 -2.8889 -1.7111
H -1.6721 4.2019 -0.5469
N 0.7196 -0.9694 -1.1085
O -1.1519 -2.9729 -0.7436
H 1.4743 2.8760 -2.0746
H -0.1970 0.8257 0.2066
H 3.3270 -0.7211 1.8100
C -4.7709 -0.5301 -0.4803
S -6.3114 0.0113 0.1882
C -7.3432 -0.4504 -1.1551
C -1.5441 4.0452 -3.2946
H -1.5136 3.4945 -4.2360
C 0.7531 -2.0867 3.8408
H 3.2077 1.6060 2.5834
O 0.9323 -1.4295 5.0442
C -0.2754 -0.6936 5.2395
O -8.5495 -0.2818 -1.1850
H -0.0266 0.3323 5.5159
H 1.7383 -4.2541 1.4824
O 0.3175 -4.6080 -0.3587
C -0.8133 -2.0995 2.0009
C -4.8172 -1.0796 -1.7059
C -0.6617 4.1937 -0.9575
H 4.5334 -1.0902 -0.9886
C 3.4139 0.0894 1.0665
H -1.7409 -1.7678 1.5532
C 1.5662 -3.0243 3.2536
H 0.8052 -1.8166 -3.0019
Ni -1.7183 -1.0140 -1.1673
H 2.9450 2.1761 0.9191
C 0.0008 -3.0510 1.3773
H 4.4816 0.2467 0.8833
C -1.4190 0.8582 -1.7807
H 2.4716 -3.3709 3.7359
*
```

* calculated total energy: -4572.34319 Eh

Here is the molecule C4H6N2 from OMol25. Energies are from the ωB97M-V functional and the def2-TZVPD basis.

The geometry in ORCA input format:
```
! wB97M-V def2-TZVPD RIJCOSX def2/J DEFGRID3
* xyz 0 1
H 0.3047 2.3497 -0.2772
C -1.0754 0.4591 0.0014
C -0.5505 -0.8535 0.5192
C 0.3356 1.2732 -0.2412
N 2.2054 -0.3227 0.1951
H -1.6058 1.1440 0.5790
N 1.2842 0.4870 -0.3295
H -1.0894 -1.7680 0.2527
H -0.4218 -0.7909 1.6051
H -1.4448 0.4263 -1.0389
C 1.0882 -0.9241 -0.1718
H 0.9695 -1.4802 -1.0939
*
```

* calculated total energy: -265.31299 Eh

Here is the molecule C6H7N3OS from OMol25. Energies are from the ωB97M-V functional and the def2-TZVPD basis.

The geometry in ORCA input format:
```
! wB97M-V def2-TZVPD RIJCOSX def2/J DEFGRID3
* xyz 0 1
C 0.0937 1.2057 -0.6814
H -3.5920 -0.5382 0.3062
N 1.3114 1.4169 -0.0253
H 2.1717 -1.2424 -1.4996
C -2.2437 0.9023 -0.4263
H 0.0912 -1.4410 1.7880
C 1.8049 -1.1010 -0.3577
C 2.0889 0.2882 0.2928
H -2.9082 1.4008 -0.9916
H 1.6035 2.3186 0.3826
N -1.7416 -0.7863 1.1912
H 0.1038 0.7047 -1.7535
S 0.0664 -1.5897 -0.6555
H 2.2894 -1.8753 0.2152
O 3.0341 0.3502 0.9977
N -0.9628 1.4263 -0.0921
C -2.6074 -0.1758 0.3344
C -0.6033 -1.2639 0.9749
*
```

* SMILES: O=C1CS\C=N/C=C\N=C\N1
* calculated total energy: -870.43516 Eh

Here is a cluster of 14 separate species, C25H68BN4O21 in total from OMol25. Energies are from the ωB97M-V functional and the def2-TZVPD basis.

The geometry in ORCA input format:
```
! wB97M-V def2-TZVPD RIJCOSX def2/J DEFGRID3
* xyz -1 1
C -5.3826 -4.9294 6.1264
H -5.1411 0.6675 2.5645
C -6.3787 1.5982 1.0686
O -0.0050 -1.8172 -10.3689
H 10.1052 -0.1291 -4.0852
H -4.4424 2.6144 0.6164
O 0.9324 -0.8484 1.4478
H 4.0580 -2.1252 5.6724
C -5.6742 0.3854 1.6566
H 4.5178 -4.0889 -5.4470
C 0.2157 1.1793 2.3632
H -1.7575 7.9431 6.2307
C 1.0351 0.2867 -1.7823
H -1.3203 5.5859 6.7250
O -1.5142 6.2440 7.3966
O 0.2775 0.1305 -0.6838
H 4.0932 6.5091 -7.0829
O 2.2928 5.4134 -4.4201
N -3.8906 2.4769 -4.2304
H 7.9841 4.2943 2.8264
H 6.5665 -5.6967 -6.5282
C 5.5648 -4.3443 -5.6104
B 1.1579 0.2419 0.5032
O 8.9405 1.1731 -2.7908
H -4.7311 -4.1166 5.8055
O -6.9321 1.3360 -0.1723
H 6.1296 -3.4455 -5.8578
H -3.7969 -4.0963 -0.8731
C 6.4721 3.1515 2.4646
H 0.3785 -0.2196 -9.0311
H 3.2796 7.1031 -5.0695
H -4.2381 -4.0123 -4.6506
H -0.0479 6.7438 0.9461
H 4.1209 -8.3245 7.0481
H 4.7566 4.9102 -3.5325
O 4.3953 -3.5276 4.3239
C -5.4223 2.7689 1.0681
H -1.4744 7.4585 1.7762
O -5.4378 -5.0207 7.5517
H -4.5426 -4.8366 7.8456
C 0.3072 -0.3631 2.4979
H -4.5012 -6.0854 4.5645
C 2.5061 -7.4205 7.7690
O -0.3248 8.7945 0.7015
H -5.5386 -4.2951 -0.5789
H 3.8122 -3.0800 3.7064
C -5.0839 -4.0029 -2.5982
C 4.9003 -2.5058 5.0946
O 5.6891 -5.3150 -6.6064
N -2.8969 2.9609 -6.1017
H -6.8480 -4.8539 4.5360
C -2.3598 7.2050 6.7605
H -4.9703 -0.0266 0.9335
H -7.3877 -5.4577 6.0505
H 5.7596 -2.6485 5.7500
H 5.8872 3.6769 1.7097
O -4.6228 4.1985 -5.4793
H -5.5360 -7.0267 5.6124
H 10.7128 0.0911 -2.4757
H -2.9572 7.7206 7.5124
H -3.9973 -6.5414 6.1784
C -6.7845 -4.6651 5.6076
H 5.7355 2.5226 2.9646
H 0.1479 7.6717 2.4097
H 2.3663 4.4601 -4.5054
C 4.6862 5.8615 -4.0598
H -3.3139 1.6577 -4.1023
H -2.2014 2.2650 -5.8732
H 1.9183 -5.9291 6.5816
H 0.5651 -1.8620 -8.4131
H -0.4124 -2.6864 -10.3696
H -6.7975 -4.9399 -2.5639
C -4.8451 -6.1839 5.5941
H 7.2471 2.5674 1.9684
H -5.5606 -3.0248 -2.5335
C 3.6885 5.7072 -6.4654
H -5.8784 3.6973 0.7241
H -7.5363 0.5962 -0.0760
H -2.7767 3.5743 -6.8950
O 2.5006 0.2583 -0.0723
H 8.0458 0.8667 -2.9556
H 3.6128 -6.8403 6.2449
H -5.1581 2.9966 2.1008
O 7.1772 4.0617 3.2914
O 2.2506 -8.1326 8.7381
H 4.4072 4.8966 -6.5861
C 3.4513 6.0322 -4.9608
H -7.2086 -3.7257 5.9621
C 2.4843 0.3418 -1.3883
H 9.2876 -0.8169 -2.6820
H -3.4049 -5.0029 -3.5852
C -0.0319 -1.2287 -9.0693
O -0.3232 1.9270 3.1638
C -4.7080 -4.5807 -1.2244
H -2.9278 6.6512 6.0130
H -1.0767 -1.2831 -8.7633
O -0.0765 -1.0186 3.4958
H -3.2949 -3.1877 -3.4539
N 3.4241 -7.6174 6.8619
O 0.6093 0.3680 -2.9446
H 5.4978 6.2694 -4.6624
N 1.7809 -6.3849 7.4724
O -6.0899 -4.7230 -3.1753
H -6.4389 -0.3805 1.7863
C -0.4331 7.6065 1.4898
C -3.8486 3.2709 -5.2783
H -4.4889 -5.6482 -1.2009
H -7.1785 1.8485 1.7656
O 3.4452 0.3658 -2.1301
H 1.0032 -6.1732 8.0811
H 4.6354 6.6723 -3.3330
C -3.9400 -4.0535 -3.6030
H -0.7270 8.5429 -0.1331
H -4.6834 2.5546 -3.6095
O 0.8121 1.4495 1.2513
C 9.7931 0.0716 -3.0603
H 2.7520 5.3326 -6.8784
H 5.2344 -1.7898 4.3438
H 5.8923 -4.7483 -4.6525
*
```

* calculated total energy: -2817.40930 Eh

Here is a structure of composition C39H35Cl2Ti from OMol25. Energies are from the ωB97M-V functional and the def2-TZVPD basis.

The geometry in ORCA input format:
```
! wB97M-V def2-TZVPD RIJCOSX def2/J DEFGRID3
* xyz -1 1
H -2.2209 -0.3377 1.0728
C -1.1865 -2.7774 1.4579
H -6.8767 -0.9192 7.2084
C -0.7493 -4.0986 1.5337
C -2.2146 3.6247 -2.0446
H -1.2011 -0.3735 -1.8590
H -1.9826 -5.9048 8.2283
H -2.5289 5.5111 -3.0479
C -6.2050 -1.8017 3.2353
C -1.2116 -2.0619 0.2275
C -2.2041 4.4780 -3.1439
H -5.4502 -5.0630 4.2579
C -7.3134 0.2042 4.3487
C -4.2482 -0.4897 4.8012
H 0.2477 -4.5197 -1.7129
C -1.7713 3.9920 -4.3945
H -1.0086 2.3079 -5.5007
H -1.9736 -8.4453 4.7234
C -1.3638 1.8042 -3.4149
H -5.4701 -1.7205 2.4108
Cl 0.2463 -6.3618 0.4534
C -6.7501 -1.9538 6.9037
C -1.3455 2.6583 -4.5238
C -3.1294 -6.6287 4.5856
C -1.9271 1.4226 -0.9876
C -0.6445 -2.7148 -0.9114
C -7.5310 -2.6330 5.9067
C -4.4974 -4.5492 4.4789
H -9.3681 0.9252 1.1504
C -3.1312 -5.2250 6.5498
H -3.4700 -4.3434 7.1045
H -1.0388 0.7699 -3.5399
H -0.7933 -4.6468 2.4727
C -0.2472 -4.7295 0.3775
H -7.9183 -1.0949 1.2587
C -5.8505 -2.9143 7.4926
C -6.1227 -4.1895 6.8885
C -3.5718 -5.4503 5.2263
C -2.2919 -6.1264 7.2020
Cl -1.7495 5.0379 -5.7397
H -5.1431 -2.7148 8.2943
C -8.8708 1.6016 3.1339
H -1.4800 -2.2519 2.3699
H -2.1704 -3.1301 4.9106
H -4.6884 -0.1793 6.9859
H -2.5558 3.9869 -1.0736
H -9.4753 2.5065 3.0814
C -0.1717 -4.0273 -0.8354
C -8.1409 1.3200 4.2927
C -1.8700 -7.2926 6.5539
H -2.2409 1.9124 -0.0602
H -4.7891 0.3318 4.3330
C -7.1568 -0.6662 3.2470
C -8.7879 0.7148 2.0495
C -4.1884 -0.7561 6.2050
C -1.7633 -0.7426 0.1749
C -2.2929 -7.5367 5.2366
H -3.4763 -6.8227 3.5644
C -1.8225 2.2602 -2.1409
H -3.3446 -1.5496 3.0443
C -3.3139 -1.8773 6.3989
H -4.0569 -4.2138 3.5221
H -8.3083 -2.1828 5.2951
H -6.7530 0.0145 5.2678
H -0.5474 -2.1851 -1.8581
C -7.9581 -0.4057 2.1067
H -6.7223 -2.7762 3.1238
C -2.8620 -2.3099 5.1099
H -1.2264 -8.0003 7.0721
C -3.4541 -1.4596 4.1249
H -8.1918 1.9772 5.1601
C -1.6136 0.0785 -0.9511
H -5.6611 -5.1323 7.1692
H -7.5953 -4.7890 5.2888
Ti -5.2100 -2.6223 5.2801
H -2.9981 -2.2846 7.3595
C -7.1512 -4.0136 5.9082
*
```

* calculated total energy: -3276.96143 Eh

Here is a structure of composition C4H8N2O3S from OMol25. Energies are from the ωB97M-V functional and the def2-TZVPD basis.

The geometry in ORCA input format:
```
! wB97M-V def2-TZVPD RIJCOSX def2/J DEFGRID3
* xyz 0 1
O 0.3392 1.2551 2.9393
H -1.7942 -1.2784 -1.1458
H 0.8352 1.3700 -2.2984
C -0.7310 -1.3548 -0.9696
H -0.8737 0.6592 -2.6630
H 0.1390 -3.0075 0.3730
H -0.1942 -1.6319 -1.8103
N 0.4587 -0.9840 1.0492
H -0.5973 1.9881 -1.3814
N -0.1383 0.0469 -0.8080
H -1.3593 -2.0067 1.1239
O 0.1183 2.9576 1.2143
C -0.1516 1.0921 -1.7801
H 0.5899 -1.0715 2.0324
O 2.3259 1.9178 1.6105
C -0.4506 -2.0187 0.4147
C 0.5692 0.1438 0.2844
S 0.9146 1.9230 1.8148
*
```

* calculated total energy: -890.55123 Eh

> Look up the calculated total energy of the first one.

-365.96778 Eh

> Which value of calculated total energy does entry 1 give?

-365.96778 Eh

> Look up the calculated total energy of the fifth one.

-265.31299 Eh